# C18H26F6Ge2NO4S2Ti

A structure of composition C18H26F6Ge2NO4S2Ti at a distorted geometry (ωB97M-V/def2-TZVPD, the OMol25 dataset).

Values from the calculation:
- E_LUMO (alpha / beta): -12.2 / -12.2 eV
- HOMO (alpha / beta): -16.87 / -16.87 eV
- Frontier orbital gap (alpha / beta): 0.1722 / 0.1721 Ha
- F_max: 1.24 eV Å⁻¹
- Energy above the lowest of the compared OMol25 structures with the same formula, charge and spin: 0.0 kcal per mole
- 2S+1: 1
- Total charge: +3

Positions of all 60 atoms, in Å:
Ti: -0.599 1.030 1.380
C: -2.113 -3.300 0.983
C: -1.892 -1.871 1.505
Ge: -1.505 -1.063 -0.293
C: -2.951 -0.420 -1.430
C: -3.371 -1.507 -2.436
C: -0.108 -2.018 -1.251
C: 1.135 -1.493 -1.342
Ge: 1.028 0.263 -0.524
C: 1.472 0.406 1.563
C: 2.975 0.113 1.437
C: 1.214 2.044 -1.310
C: 2.251 2.075 -2.453
C: 2.299 -1.985 -2.063
C: 2.203 -3.097 -2.915
C: 3.324 -3.553 -3.578
C: 4.548 -2.908 -3.410
C: 4.654 -1.803 -2.574
C: 3.533 -1.348 -1.904
H: -2.533 -3.865 1.824
H: -1.189 -3.790 0.685
H: -2.849 -3.370 0.177
H: -1.124 -1.823 2.272
H: -2.796 -1.387 1.867
H: -2.586 0.462 -1.964
H: -3.792 -0.094 -0.816
H: -2.553 -1.783 -3.101
H: -4.181 -1.130 -3.059
H: -3.741 -2.408 -1.946
H: -0.345 -2.950 -1.760
H: 0.971 -0.379 2.172
H: 1.363 1.383 2.090
H: 3.162 -0.872 1.007
H: 3.422 0.126 2.432
H: 3.484 0.881 0.850
H: 1.471 2.767 -0.531
H: 0.230 2.325 -1.701
H: 3.266 1.956 -2.077
H: 2.189 3.043 -2.948
H: 2.058 1.302 -3.197
H: 1.259 -3.600 -3.072
H: 3.249 -4.409 -4.234
H: 5.421 -3.273 -3.935
H: 5.605 -1.307 -2.442
H: 3.650 -0.487 -1.247
F: -3.296 1.116 5.559
C: -2.229 1.845 5.474
F: -2.406 3.075 5.843
F: -1.184 1.290 6.009
S: -1.805 1.971 3.558
O: -1.653 0.545 2.962
O: -0.505 2.585 3.253
N: -3.028 2.698 2.934
S: -2.896 3.133 1.411
O: -2.044 2.024 0.679
O: -4.115 3.416 0.779
C: -1.703 4.633 1.242
F: -0.500 4.161 0.908
F: -1.659 5.262 2.381
F: -2.185 5.363 0.279

# C27H41GeN5O3Re

A structure of composition C27H41GeN5O3Re (ωB97M-V/def2-TZVPD, the OMol25 dataset).

Values from the calculation:
- E_LUMO (alpha / beta): -10.3 / -10.3 eV
- HOMO (alpha / beta): -16.73 / -16.50 eV
- Frontier orbital gap (alpha / beta): 0.2371 / 0.2283 Ha
- F_max: 0.46 eV Å⁻¹
- 2S+1: 1
- Total charge: +3

Positions of all 78 atoms, in Å:
Re: 0.335 -0.198 -0.731
C: -0.137 2.761 2.905
C: -0.564 1.322 3.120
C: -1.512 1.220 4.295
C: 0.629 0.404 3.277
O: -1.281 0.964 1.805
Ge: -1.141 2.418 -0.005
O: -1.561 0.798 -0.928
C: -2.743 0.771 -1.855
C: -3.828 1.661 -1.266
C: -3.226 -0.670 -1.892
C: -2.285 1.332 -3.189
O: 0.647 1.753 -0.400
C: 1.844 2.661 -0.696
C: 2.258 2.311 -2.112
C: 2.930 2.398 0.323
C: 1.332 4.084 -0.606
H: 0.428 3.097 3.775
H: -0.996 3.426 2.801
H: 0.526 2.850 2.042
H: -0.986 1.603 5.171
H: -1.790 0.193 4.534
H: -2.401 1.836 4.162
H: 1.178 0.698 4.172
H: 1.305 0.479 2.425
H: 0.331 -0.636 3.418
H: -4.075 1.375 -0.240
H: -4.736 1.546 -1.859
H: -3.572 2.722 -1.295
H: -3.798 -0.911 -0.992
H: -2.401 -1.376 -1.956
H: -3.890 -0.831 -2.741
H: -2.018 2.387 -3.086
H: -3.091 1.275 -3.921
H: -1.419 0.814 -3.595
H: 2.598 1.275 -2.187
H: 3.085 2.952 -2.418
H: 1.437 2.478 -2.811
H: 3.236 1.355 0.347
H: 2.637 2.710 1.325
H: 3.808 2.985 0.049
H: 0.538 4.278 -1.332
H: 2.146 4.770 -0.840
H: 0.988 4.333 0.401
N: 2.338 -3.778 -4.154
N: 1.427 -2.926 -3.602
N: 0.348 -2.550 -4.273
C: -0.174 -1.667 -3.461
N: 0.572 -1.513 -2.340
N: 1.617 -2.353 -2.476
H: 1.890 -4.328 -4.882
H: 2.785 -4.342 -3.439
H: -1.088 -1.149 -3.675
C: 4.640 -2.191 -0.839
C: 3.796 -1.085 -0.807
C: 2.567 -1.194 -0.185
C: 2.175 -2.391 0.435
C: 3.037 -3.489 0.407
C: 4.260 -3.385 -0.237
C: 0.873 -2.450 1.037
C: -0.052 -1.464 0.800
C: -1.320 -1.500 1.512
C: -1.953 -2.674 1.896
C: -3.171 -2.646 2.559
C: -3.856 -1.448 2.868
C: -3.290 -0.266 2.533
C: -2.050 -0.222 1.734
H: 5.608 -2.114 -1.318
H: 4.121 -0.151 -1.246
H: 2.045 -0.239 0.102
H: 2.749 -4.419 0.882
H: 4.933 -4.232 -0.254
H: 0.654 -3.298 1.683
H: -1.498 -3.630 1.675
H: -3.624 -3.589 2.845
H: -4.808 -1.487 3.379
H: -3.785 0.677 2.731
H: -2.531 -0.183 0.718

# H23O11

A cluster of 11 separate species, H23O11 in total at a distorted geometry (ωB97M-V/def2-TZVPD, the OMol25 dataset).

Values from the calculation:
- E_LUMO (alpha / beta): -0.1 / -0.2 eV
- HOMO (alpha / beta): -3.39 / -11.27 eV
- Frontier orbital gap (alpha / beta): 0.1206 / 0.4083 Ha
- F_max: 3.28 eV Å⁻¹
- Energy above the lowest of the compared OMol25 structures with the same formula, charge and spin: 31.2 kcal per mole
- 2S+1: 2
- Total charge: 0

Positions of all 34 atoms, in Å:
O: -0.681 -3.633 0.157
H: -0.229 -2.797 0.448
H: -1.327 -2.647 -1.105
O: -3.954 0.926 -1.781
H: -3.556 1.795 -1.826
H: -0.591 -2.876 -2.418
O: 4.127 -1.981 -0.472
H: 0.771 -1.765 2.209
H: 0.885 4.208 2.123
O: 0.859 0.535 -3.323
H: 1.524 -0.084 -3.609
H: 1.395 1.610 2.073
O: -0.514 1.263 3.524
H: 0.039 2.041 3.419
H: 1.068 1.292 -3.848
O: -0.458 -0.937 -0.178
H: -0.782 -0.656 0.706
H: 3.192 -2.108 -0.271
O: -1.564 -2.897 -2.098
H: 4.420 -2.841 -0.706
O: 1.610 1.105 1.265
H: 2.459 1.386 0.902
H: -4.519 0.650 -2.494
O: -1.409 4.053 -0.821
H: -1.387 -3.905 -1.880
H: -0.574 3.641 -0.976
O: 1.199 -2.373 1.577
H: -2.044 3.892 -1.518
H: 1.583 -1.695 1.002
O: 0.072 3.853 2.442
H: -0.627 4.446 2.518
H: 0.074 -0.129 -0.321
H: -0.260 0.791 4.316
H: -0.802 -4.161 0.964

# C21H23Cl10F14NO2S

A cluster of 6 separate species, C21H23Cl10F14NO2S in total at a distorted geometry (ωB97M-V/def2-TZVPD, the OMol25 dataset).

Values from the calculation:
- E_LUMO: 0.1 eV
- HOMO: -8.56 eV
- Frontier orbital gap: 0.3187 Ha
- F_max: 5.07 eV Å⁻¹
- 2S+1: 1
- SMILES: Cc1ccc(CN(CCC(F)(F)C(F)(F)C(F)(F)C(F)(F)C(F)(F)C(F)(F)F)S(=O)(=O)F)cc1.ClCCl.ClCCl.ClCCl.ClCCl.ClCCl
- Total charge: 0

Positions of all 72 atoms, in Å:
C: -2.040 4.646 -4.636
C: -1.213 3.778 -3.552
C: -0.623 4.565 -2.351
C: 0.134 3.738 -1.277
C: 0.277 2.203 -1.424
C: 1.035 1.361 -0.256
N: 1.027 2.231 0.959
C: 0.329 1.601 2.124
C: -1.268 1.634 2.020
C: -1.924 3.068 2.227
F: -1.369 4.104 1.439
F: -1.651 3.435 3.600
C: -3.517 3.128 2.067
F: -3.853 4.524 1.970
F: -4.173 2.673 3.258
C: -4.108 2.342 0.807
F: -3.175 2.496 -0.252
F: -4.140 0.945 1.151
C: -5.618 2.723 0.409
F: -6.287 1.487 0.104
F: -6.365 3.273 1.493
C: -5.769 3.638 -0.895
F: -7.041 4.295 -0.770
F: -4.823 4.711 -0.949
C: -5.826 2.849 -2.285
F: -5.504 3.740 -3.354
F: -7.122 2.342 -2.574
F: -4.940 1.766 -2.391
S: 2.595 2.763 1.406
O: 3.183 1.779 2.369
O: 3.521 2.978 0.248
F: 2.391 4.273 2.132
C: -0.287 1.450 -2.656
C: -1.045 2.251 -3.739
H: -3.031 4.932 -4.151
H: -2.225 3.953 -5.521
H: -1.411 5.563 -4.876
H: -0.734 5.688 -2.193
H: 0.550 4.339 -0.389
H: 0.440 0.375 -0.110
H: 2.071 1.071 -0.632
H: 0.660 0.504 2.170
H: 0.652 2.182 3.063
H: -1.554 1.109 1.046
H: -1.666 0.957 2.867
H: -0.120 0.327 -2.710
H: -1.454 1.688 -4.635
Cl: 1.704 -3.084 1.483
C: 1.429 -3.004 -0.259
Cl: 1.133 -1.339 -0.782
H: 2.310 -3.386 -0.775
H: 0.562 -3.614 -0.509
Cl: 2.749 -5.651 3.715
C: 4.121 -6.117 2.700
Cl: 3.907 -5.554 1.037
H: 5.028 -5.677 3.108
H: 4.206 -7.201 2.697
Cl: -1.089 -6.027 -1.556
C: -1.121 -6.474 0.154
Cl: 0.361 -5.969 0.974
H: -1.971 -5.989 0.631
H: -1.220 -7.555 0.236
Cl: 5.457 -2.657 -0.877
C: 6.413 -2.581 0.607
Cl: 8.128 -2.347 0.253
H: 6.059 -1.748 1.213
H: 6.289 -3.514 1.155
Cl: 5.204 -9.461 0.785
C: 6.601 -8.379 0.772
Cl: 6.785 -7.555 2.326
H: 7.499 -8.961 0.573
H: 6.464 -7.633 -0.009

# C24H10Cl7HfN4O2SbSe4

A structure of composition C24H10Cl7HfN4O2SbSe4 at a distorted geometry (ωB97M-V/def2-TZVPD, the OMol25 dataset).

Values from the calculation:
- E_LUMO: 3.7 eV
- HOMO: -1.93 eV
- Frontier orbital gap: 0.2082 Ha
- F_max: 1.87 eV Å⁻¹
- Energy above the lowest of the compared OMol25 structures with the same formula, charge and spin: 11.8 kcal per mole
- 2S+1: 1
- Total charge: -2

Positions of all 53 atoms, in Å:
Hf: -0.922 -0.317 -0.259
Cl: 0.805 -5.907 -3.897
C: 0.338 -4.906 -2.553
C: 0.670 -3.562 -2.579
C: 0.321 -2.720 -1.532
N: 0.489 -1.336 -1.556
C: 1.483 -0.671 -2.171
O: 2.531 -1.108 -2.629
C: 1.157 0.809 -2.302
C: 2.115 1.685 -2.766
C: 1.733 3.005 -2.972
C: 0.417 3.372 -2.743
C: -0.471 2.432 -2.240
N: -0.094 1.176 -1.994
C: -0.387 -3.249 -0.433
C: -0.722 -4.594 -0.429
C: -0.360 -5.424 -1.477
Cl: -0.806 -7.104 -1.404
N: -0.803 -2.328 0.539
C: -0.798 -2.593 1.857
O: -0.502 -3.638 2.422
C: -1.212 -1.384 2.673
C: -1.031 -1.389 4.041
C: -1.450 -0.267 4.744
C: -2.038 0.785 4.058
C: -2.145 0.720 2.678
N: -1.712 -0.345 2.000
H: 1.217 -3.163 -3.421
H: 3.111 1.313 -2.957
H: 2.451 3.739 -3.318
H: 0.065 4.382 -2.907
H: -1.499 2.689 -2.007
H: -1.261 -5.003 0.413
H: -0.587 -2.259 4.502
H: -1.328 -0.217 5.819
H: -2.405 1.666 4.567
H: -2.598 1.524 2.108
Cl: -0.727 3.203 0.758
C: 0.821 2.427 0.847
C: 0.879 1.035 0.857
C: 2.142 0.494 1.069
Cl: 2.287 -1.240 1.222
C: 3.301 1.258 1.181
Cl: 4.844 0.518 1.428
C: 3.204 2.641 1.081
Cl: 4.627 3.618 1.170
C: 1.954 3.236 0.930
Cl: 1.830 4.955 0.839
Se: -4.240 3.756 1.809
Sb: -4.978 3.573 -0.488
Se: -3.229 0.950 -0.759
Se: -2.932 -1.142 -1.905
Se: -3.553 4.902 -1.915

# C4H14NO3

A cluster of 4 separate species, C4H14NO3 in total at a distorted geometry (ωB97M-V/def2-TZVPD, the OMol25 dataset).

Values from the calculation:
- E_LUMO (alpha / beta): -2.7 / -3.3 eV
- HOMO (alpha / beta): -8.57 / -8.97 eV
- Frontier orbital gap (alpha / beta): 0.2147 / 0.2079 Ha
- F_max: 4.59 eV Å⁻¹
- Energy above the lowest of the compared OMol25 structures with the same formula, charge and spin: 185.5 kcal per mole
- 2S+1: 2
- Total charge: 0

Positions of all 22 atoms, in Å:
C: -0.415 1.234 1.634
N: -0.898 0.762 0.343
C: -0.277 -0.575 -0.026
C: -0.676 -0.846 -1.503
C: -1.030 -2.342 -1.653
O: -2.807 -1.660 0.870
H: -0.575 0.530 2.468
H: 0.651 1.398 1.600
H: -0.959 2.145 1.885
H: -1.839 0.527 0.468
H: 0.775 -0.482 0.168
H: -1.034 -1.197 0.513
H: 0.243 -0.713 -2.075
H: -1.495 -0.224 -1.848
H: -0.148 -2.970 -1.573
H: -1.570 -2.538 -2.580
H: 2.740 1.674 0.583
H: -1.738 -2.618 -0.869
O: 2.771 0.744 0.257
H: 3.695 0.684 -0.022
H: 2.338 3.480 0.261
O: 2.247 2.987 1.100

# C5H8F2OS

A structure of composition C5H8F2OS at a distorted geometry (ωB97M-V/def2-TZVPD, the OMol25 dataset).

Values from the calculation:
- E_LUMO: 0.6 eV
- HOMO: -8.96 eV
- Frontier orbital gap: 0.3523 Ha
- F_max: 6.17 eV Å⁻¹
- Energy above the lowest of the compared OMol25 structures with the same formula, charge and spin: 0.0 kcal per mole
- 2S+1: 1
- Total charge: 0

Positions of all 17 atoms, in Å:
C: -0.398 0.308 1.512
C: 1.252 0.370 -0.290
C: 0.957 -0.748 0.662
C: -1.679 -0.474 1.615
C: 1.719 -0.048 -1.801
O: 2.255 1.144 -2.376
F: 1.870 -1.320 1.487
F: 0.287 -1.877 0.054
S: -0.292 1.367 -0.067
H: 0.174 0.720 2.307
H: 2.098 1.001 0.125
H: -2.204 0.202 2.301
H: -1.444 -1.446 1.920
H: -2.125 -0.461 0.657
H: 0.862 -0.638 -2.159
H: 2.608 -0.705 -1.839
H: 1.746 1.689 -3.007

# C40H47CrN7O4P2S2

A structure of composition C40H47CrN7O4P2S2 at a distorted geometry (ωB97M-V/def2-TZVPD, the OMol25 dataset).

Values from the calculation:
- E_LUMO (alpha / beta): -9.0 / -8.9 eV
- HOMO (alpha / beta): -15.63 / -15.63 eV
- Frontier orbital gap (alpha / beta): 0.2417 / 0.2472 Ha
- F_max: 1.75 eV Å⁻¹
- Energy above the lowest of the compared OMol25 structures with the same formula, charge and spin: 28.6 kcal per mole
- 2S+1: 4
- Total charge: +3

Positions of all 103 atoms, in Å:
Cr: 1.243 0.415 2.016
N: 2.954 2.018 2.206
N: 2.959 2.694 3.421
C: 1.887 2.632 4.229
N: 1.826 3.392 5.297
N: 0.896 1.786 3.837
N: -0.331 1.924 4.335
O: -0.516 2.702 5.253
O: -1.661 -0.665 2.744
H: 3.794 1.454 2.128
H: 2.928 2.676 1.430
H: 3.746 3.275 3.666
H: 2.556 4.039 5.555
H: 0.943 3.379 5.805
S: -0.009 -1.574 1.368
C: 0.374 -1.995 -0.230
N: -0.318 -2.876 -0.919
C: 0.019 -3.070 -2.333
C: 1.517 -3.138 -2.474
N: 2.112 -1.923 -1.911
C: 3.295 -1.393 -2.605
C: 2.943 -1.014 -4.028
C: 3.430 -1.752 -5.100
C: 3.107 -1.385 -6.399
C: 2.283 -0.292 -6.627
C: 1.787 0.439 -5.556
C: 2.107 0.076 -4.257
C: 1.570 -1.374 -0.853
S: 2.278 -0.031 -0.092
C: -1.447 -3.662 -0.385
C: -2.748 -3.387 -1.108
C: -3.102 -4.094 -2.254
C: -4.303 -3.834 -2.895
C: -5.163 -2.868 -2.392
C: -4.818 -2.166 -1.246
C: -3.616 -2.424 -0.604
H: -0.383 -2.240 -2.921
H: -0.433 -3.990 -2.688
H: 1.789 -3.205 -3.524
H: 1.919 -4.007 -1.944
H: 4.063 -2.170 -2.610
H: 3.663 -0.528 -2.060
H: 4.087 -2.598 -4.930
H: 3.508 -1.946 -7.231
H: 2.029 -0.010 -7.639
H: 1.162 1.304 -5.735
H: 1.724 0.652 -3.420
H: -1.551 -3.427 0.670
H: -1.182 -4.717 -0.489
H: -2.466 -4.884 -2.637
H: -4.574 -4.399 -3.777
H: -6.111 -2.682 -2.877
H: -5.497 -1.432 -0.836
H: -3.367 -1.909 0.318
C: 5.355 -0.756 2.256
P: 3.900 -1.620 2.900
C: 4.300 -2.212 4.547
C: 3.628 -3.045 1.823
O: 2.692 -0.691 2.954
H: 6.184 -1.458 2.157
H: 5.657 0.025 2.954
H: 5.140 -0.332 1.274
H: 5.225 -2.790 4.511
H: 3.492 -2.838 4.923
H: 4.435 -1.363 5.216
H: 4.417 -3.780 1.989
H: 3.651 -2.732 0.780
H: 2.666 -3.502 2.054
O: -0.103 1.566 1.256
P: -1.523 1.936 0.822
C: -1.856 3.559 1.524
C: -3.095 4.177 1.377
C: -3.298 5.439 1.911
C: -2.271 6.086 2.584
C: -1.028 5.481 2.709
C: -0.818 4.218 2.180
C: -1.421 2.078 -0.977
C: -0.682 3.158 -1.461
C: -0.465 3.290 -2.823
C: -0.972 2.339 -3.700
C: -1.688 1.254 -3.215
C: -1.913 1.117 -1.853
C: -2.864 0.775 1.230
C: -2.820 -0.298 2.138
C: -3.969 -1.042 2.386
C: -5.160 -0.741 1.756
C: -5.215 0.301 0.844
C: -4.081 1.045 0.589
H: -3.904 3.689 0.850
H: -4.262 5.919 1.806
H: -2.437 7.068 3.006
H: -0.229 6.000 3.221
H: 0.148 3.735 2.260
H: -0.299 3.904 -0.774
H: 0.086 4.139 -3.206
H: -0.823 2.453 -4.766
H: -2.094 0.517 -3.898
H: -2.490 0.281 -1.484
H: -1.860 -1.343 3.401
H: -3.920 -1.864 3.091
H: -6.046 -1.321 1.972
H: -6.145 0.531 0.342
H: -4.124 1.854 -0.130